Entry from the Open Molecules 2025 dataset: one molecule with the formula C3H6N2O at a distorted geometry (ωB97M-V/def2-TZVPD).

```
! wB97M-V def2-TZVPD RIJCOSX def2/J DEFGRID3
* xyz 0 1
N 1.279 0.188 -1.373
C 0.343 0.752 -0.315
C 0.437 0.142 1.187
N -0.404 -0.744 1.324
O -0.991 -1.012 -0.008
C -0.945 0.448 -0.467
H 1.836 -0.728 -1.006
H 2.219 0.747 -1.204
H 0.660 1.938 -0.198
H 1.143 0.529 1.898
H -1.331 0.422 -1.602
H -1.743 1.029 0.089
*
```

- SMILES: N[C@@H]1C=NOC1
- Relative energy (zero: lowest compared OMol25 entry of this formula, charge and spin): 121.6 kcal/mol
- Energy: -8231.42474 eV